[1]
One molecule with the formula C22H30FN5O. Source: the Open Molecules 2025 dataset; level of theory: wB97M-V/def2-TZVPD.

Kohn-Sham gap, eV: 8.021
HOMO energy, eV: -7.312
ΔE to the lowest compared entry with this formula, charge and spin, kJ/mol: 22.2
Maximum force, hartree/bohr: 0.016
LUMO, Ha: 0.026
Charge: 0

The geometry in XYZ format:
```
59
C22H30FN5O | the Open Molecules 2025 dataset | wB97M-V/def2-TZVPD
H 1.353 -1.314 -0.836
H -3.328 2.970 -0.254
H -3.086 1.857 -2.450
H 1.389 0.553 -2.566
H -1.074 3.026 -1.286
H -3.100 -2.520 2.650
H -7.377 1.146 2.444
C -2.732 -1.200 -1.422
C -3.420 -2.517 1.611
C -3.211 1.252 -1.545
C -2.746 2.051 -0.326
H -3.953 -3.448 1.413
H -0.883 1.027 -2.753
C 6.472 -1.144 -0.311
H 4.316 1.263 1.779
C -1.258 2.370 -0.434
H 4.659 -1.971 -1.025
H -2.933 1.464 0.576
F 8.402 -0.136 0.612
C 4.272 -0.355 0.347
H -0.475 -0.570 -2.059
N -4.655 -0.953 0.114
C 1.611 1.587 0.582
C 7.051 -0.211 0.529
C -4.213 -1.496 -1.139
C -4.305 -1.353 1.360
H 2.498 0.353 2.149
C -6.550 1.515 1.840
N 2.898 -0.501 0.283
H 2.900 -1.208 -1.694
O -1.920 -2.111 -1.427
H -4.262 0.992 -1.433
H -4.847 -1.083 -1.925
C -4.953 -0.502 2.230
H -2.543 -2.493 0.966
H -4.914 -0.517 3.300
H 1.130 -0.389 1.320
H 6.746 1.364 1.936
H -6.946 2.017 0.962
C 6.275 0.643 1.286
H -0.927 2.894 0.463
C 2.024 0.229 1.176
H 2.500 2.209 0.443
C -0.982 0.378 -1.878
C 5.098 -1.215 -0.392
H 0.935 2.103 1.265
N 0.976 1.450 -0.721
H 7.096 -1.813 -0.883
C -5.676 0.388 1.417
N -5.482 0.099 0.142
H -0.626 0.414 0.224
C 1.846 0.673 -1.585
C -0.436 1.085 -0.631
H 2.761 1.263 -1.712
N -2.386 0.073 -1.682
H -5.985 2.229 2.438
C 4.898 0.572 1.190
C 2.242 -0.695 -0.997
H -4.315 -2.586 -1.127
```



[2]
One molecule with the formula C22H30N4O2. Source: the Open Molecules 2025 dataset; level of theory: wB97M-V/def2-TZVPD.

Kohn-Sham gap, eV: 8.769
HOMO energy, eV: -8.089
ΔE to the lowest compared entry with this formula, charge and spin, kJ/mol: 230.6
Maximum force, hartree/bohr: 0.013
LUMO, Ha: 0.025
Charge: 0

The geometry in XYZ format:
```
58
C22H30N4O2 | the Open Molecules 2025 dataset | wB97M-V/def2-TZVPD
C 6.890 -0.550 0.783
C -1.463 -1.349 0.829
H -2.762 2.225 0.783
H 1.193 1.462 0.588
H -4.143 -2.207 0.732
H -5.559 2.649 2.438
H 3.728 -0.310 -1.676
H -4.338 -3.917 0.268
O -0.893 2.561 -0.273
H 2.060 1.188 -2.303
C -1.004 1.841 -1.239
C 1.493 0.778 -0.213
H -2.147 -1.369 1.662
H -3.896 2.259 2.875
C 4.706 -1.187 0.022
H -5.200 1.106 3.204
C 5.016 0.928 1.029
C 0.481 -0.346 -0.212
C -5.573 0.358 0.622
H -2.147 0.705 -2.496
H 4.420 -1.645 0.986
H 7.338 -1.287 0.118
N 2.834 0.344 0.142
N 5.641 -0.096 0.214
C -0.724 -2.124 -1.315
C 3.446 -0.682 -0.675
H -0.118 0.842 -2.767
H -0.859 -2.789 -2.154
C -4.269 0.115 -1.378
H 2.750 -1.515 -0.780
C 0.312 -1.214 -1.289
C -0.415 -0.446 0.842
C -3.627 -3.164 0.603
C -3.505 1.549 0.393
H -0.311 0.219 1.686
H 6.764 -1.005 1.779
H 1.665 2.629 -1.346
C -3.314 0.990 -0.866
H 7.569 0.297 0.872
N -2.180 1.241 -1.640
H 5.183 -1.951 -0.597
H 4.738 0.537 2.023
C 1.389 1.592 -1.546
H 0.985 -1.173 -2.135
H -6.129 -0.873 -1.038
C -4.627 1.234 1.143
C 3.762 1.442 0.327
O -2.651 -3.088 -0.408
H -3.192 -3.478 1.557
N 0.044 1.578 -2.096
H 3.286 2.207 0.943
H -4.125 -0.329 -2.353
H -6.450 0.108 1.201
C -5.393 -0.192 -0.635
H 4.062 1.894 -0.633
H 5.723 1.751 1.161
C -4.826 1.845 2.497
C -1.638 -2.190 -0.263
```